Formula: C3H4FN
Source: the Open Molecules 2025 dataset
Level of theory: ωB97M-V/def2-TZVPD

Its frontier orbital gap is 11.3 eV. The value obtained for the total energy is -7379.237 eV. The energy above the lowest of the compared OMol25 structures with the same formula, charge and spin comes out at 318.27 kJ/mol.

ORCA input file:
```
! RIJCOSX wB97M-V def2-TZVPD def2/J DEFGRID3
* xyz 0 1
C -0.33 -0.20 0.91
C 0.55 -0.07 -0.43
C -0.06 0.36 -1.64
H -1.48 -0.16 0.52
H -0.35 -1.26 1.75
H 1.67 0.57 -0.27
H 0.96 -1.19 -0.37
N -1.11 0.91 -2.03
F 0.15 1.06 1.56
*
```

Mulliken atomic charge list, values in e, 8 entries: atom 1 (C): -0.19, atom 2 (C): -0.41, atom 3 (C): 0.32, atom 4 (H): 0.24, atom 5 (H): 0.27, atom 6 (H): 0.27, atom 7 (H): 0.23, atom 8 (N): -0.43



Formula: C9H19NO2P
Source: the Open Molecules 2025 dataset
Level of theory: ωB97M-V/def2-TZVPD

Its frontier orbital gap (spin up / spin down) is 3.7 / 5.8 eV. The value obtained for the total energy is -24509.479 eV.

ORCA input file:
```
! RIJCOSX wB97M-V def2-TZVPD def2/J DEFGRID3
* xyz -1 3
C -2.61 -1.84 2.42
C -2.41 -0.40 0.23
C -1.53 -2.94 0.58
C 1.15 0.71 -2.24
C 1.82 2.92 -1.21
C 3.15 1.04 -0.56
C 0.71 -0.19 0.47
C -1.88 -1.52 1.12
C 1.73 1.40 -0.97
N 0.73 1.04 0.10
O -0.04 1.93 0.54
O 0.62 -2.07 2.39
P -0.23 -0.91 2.00
H -3.58 -2.33 2.46
H -2.64 -1.01 3.07
H -1.85 -2.53 2.88
H -2.07 -0.43 -0.87
H -3.49 -0.57 0.10
H -2.31 0.51 0.82
H -2.00 -3.78 1.17
H -1.52 -3.04 -0.50
H -0.44 -3.09 0.78
H 1.48 0.98 -3.26
H 1.41 -0.43 -2.31
H 0.12 1.06 -2.20
H 1.32 3.57 -0.44
H 1.51 3.26 -2.23
H 2.79 3.40 -1.11
H 3.22 -0.05 -0.90
H 3.85 1.60 -1.14
H 3.10 1.30 0.55
H 1.61 -0.86 0.07
*
```

Mulliken atomic charge list, values in e, 8 entries: atom 1 (C): -1.81, atom 2 (C): -1.63, atom 3 (C): -1.38, atom 4 (C): -1.53, atom 5 (C): -1.50, atom 6 (C): -1.64, atom 7 (C): -0.06, atom 8 (C): 1.59



Formula: C4H9NO2S2
Source: the Open Molecules 2025 dataset
Level of theory: ωB97M-V/def2-TZVPD

Its frontier orbital gap (spin up / spin down) is 7.1 / 7.6 eV. The value obtained for the total energy is -31544.901 eV. The energy above the lowest of the compared OMol25 structures with the same formula, charge and spin comes out at 425.31 kJ/mol.

ORCA input file:
```
! RIJCOSX wB97M-V def2-TZVPD def2/J DEFGRID3
* xyz 0 1
C -1.28 -1.50 -0.37
C -2.61 -0.85 0.00
C 0.08 -0.93 0.24
C 2.11 2.46 0.21
N 1.52 1.26 0.59
O -3.01 1.58 0.92
O 0.13 1.25 -1.61
S -2.45 1.01 -0.30
S 0.12 0.93 -0.17
H -1.27 -2.61 -0.24
H -1.14 -1.34 -1.45
H -3.48 -1.19 -0.73
H -2.98 -0.97 1.05
H 0.07 -0.76 1.27
H 0.92 -1.33 -0.15
H 1.37 3.28 0.40
H 2.96 2.61 0.81
H 2.32 2.70 -0.89
*
```

Mulliken atomic charge list, values in e, 8 entries: atom 1 (C): -0.61, atom 2 (C): -0.49, atom 3 (C): -0.77, atom 4 (C): -0.78, atom 5 (N): -0.36, atom 6 (O): -0.51, atom 7 (O): -0.60, atom 8 (S): 0.43



Formula: C17H9F9NO5S3
Source: the Open Molecules 2025 dataset
Level of theory: ωB97M-V/def2-TZVPD

Its frontier orbital gap is 5.4 eV. The value obtained for the total energy is -86463.501 eV. The energy above the lowest of the compared OMol25 structures with the same formula, charge and spin comes out at 226.86 kJ/mol.

ORCA input file:
```
! RIJCOSX wB97M-V def2-TZVPD def2/J DEFGRID3
* xyz -1 1
F 4.43 -0.86 -1.77
C 3.43 -1.62 -1.31
F 3.22 -2.65 -2.15
F 3.74 -2.10 -0.10
S 1.90 -0.53 -1.27
C 0.55 -1.54 -0.53
C -0.80 -0.98 -0.96
C -0.97 0.33 -1.40
C -2.14 0.71 -2.06
C -3.13 -0.24 -2.26
C -4.31 0.10 -3.13
F -4.71 -0.99 -3.86
F -5.40 0.51 -2.39
F -4.02 1.10 -4.01
C -3.05 -1.50 -1.68
C -1.89 -1.84 -0.98
O 2.17 0.61 -0.43
O 1.55 -0.38 -2.66
H 0.77 -2.44 -1.13
H -0.18 1.07 -1.23
H -2.22 1.74 -2.41
H -3.88 -2.21 -1.77
H -1.79 -2.82 -0.50
F 1.42 -2.50 3.89
C 1.38 -3.29 2.82
F 2.58 -3.83 2.58
F 0.46 -4.27 2.99
S 0.67 -2.16 1.12
N 0.81 -0.43 2.06
C 1.94 0.40 2.14
O 3.09 0.02 2.25
C 1.42 1.80 1.98
C 0.03 1.82 1.94
C -0.68 2.80 1.26
C 0.07 3.84 0.69
C 1.45 3.93 0.91
C 2.14 2.92 1.57
S -0.62 0.30 2.55
O -1.71 -0.17 1.76
O -0.70 0.34 3.99
H -1.75 2.70 1.14
H -0.45 4.58 0.07
H 2.00 4.79 0.52
H 3.21 2.94 1.76
*
```

Mulliken atomic charge list, values in e, 8 entries: atom 1 (F): -0.21, atom 2 (C): 0.62, atom 3 (F): -0.23, atom 4 (F): -0.16, atom 5 (S): 0.78, atom 6 (C): -0.29, atom 7 (C): -0.17, atom 8 (C): 0.51



Formula: C56H131N9O9
Source: the Open Molecules 2025 dataset
Level of theory: ωB97M-V/def2-TZVPD

The structure (SMILES) is CC1(C)CCCC(C)(C)N1O.CC1(C)CCCC(C)(C)N1O.CC1(C)CCCC(C)(C)N1O.CC1(C)CCCC(C)(C)N1O.COC[C@H](C)N.COC[C@H](C)N.COC[C@H](C)N.COC[C@H](C)N.COC[C@H](C)N. Its frontier orbital gap is 8.6 eV. The value obtained for the total energy is -92028.128 eV. The energy above the lowest of the compared OMol25 structures with the same formula, charge and spin comes out at 0.00 kJ/mol.

ORCA input file:
```
! RIJCOSX wB97M-V def2-TZVPD def2/J DEFGRID3
* xyz 0 1
C -6.89 0.29 1.21
C -5.82 0.57 0.19
C -5.80 2.09 -0.07
C -4.49 0.21 0.81
C -3.33 0.30 -0.19
C -3.67 -0.46 -1.48
C -5.05 -0.28 -2.09
C -5.12 0.85 -3.07
C -5.34 -1.61 -2.81
N -6.05 -0.19 -0.98
O -7.37 0.08 -1.47
H -7.67 1.05 1.21
H -7.34 -0.69 1.00
H -6.49 0.25 2.23
H -6.83 2.39 -0.34
H -5.53 2.63 0.83
H -5.17 2.43 -0.89
H -4.15 0.89 1.60
H -4.44 -0.81 1.20
H -3.19 1.37 -0.35
H -2.44 -0.16 0.24
H -3.39 -1.51 -1.33
H -2.95 -0.11 -2.25
H -5.57 1.76 -2.69
H -5.76 0.58 -3.92
H -4.14 1.04 -3.52
H -4.60 -1.85 -3.58
H -6.35 -1.69 -3.23
H -5.31 -2.40 -2.05
H -7.78 -0.80 -1.47
C 0.31 -7.11 2.21
C 1.49 -6.35 1.72
C 1.57 -6.63 0.22
C 1.36 -4.88 1.83
C 1.63 -4.33 3.23
C 3.01 -4.83 3.73
C 3.17 -6.31 3.64
C 4.63 -6.55 3.76
C 2.45 -7.01 4.78
N 2.76 -6.74 2.31
O 2.99 -8.18 2.15
H 0.19 -7.08 3.28
H -0.61 -6.82 1.70
H 0.45 -8.17 1.96
H 1.74 -7.68 -0.02
H 0.63 -6.33 -0.26
H 2.41 -6.08 -0.24
H 1.97 -4.38 1.08
H 0.31 -4.62 1.57
H 1.68 -3.23 3.19
H 0.87 -4.56 3.98
H 3.08 -4.60 4.80
H 3.83 -4.32 3.21
H 4.86 -7.54 4.15
H 5.06 -5.79 4.43
H 5.13 -6.43 2.80
H 2.44 -8.09 4.66
H 1.44 -6.62 4.89
H 2.94 -6.77 5.74
H 3.53 -8.25 1.35
C 6.30 3.87 -2.27
C 5.06 4.58 -2.71
C 3.86 3.97 -1.98
C 5.14 6.05 -2.32
C 6.09 6.83 -3.24
C 5.58 6.73 -4.65
C 5.51 5.24 -5.12
C 4.74 5.19 -6.43
C 6.93 4.69 -5.36
N 4.77 4.50 -4.12
O 4.64 3.14 -4.52
H 6.30 3.81 -1.18
H 6.25 2.84 -2.65
H 7.22 4.32 -2.63
H 4.02 3.98 -0.89
H 2.93 4.51 -2.16
H 3.73 2.93 -2.31
H 4.16 6.55 -2.35
H 5.49 6.12 -1.28
H 6.18 7.88 -2.94
H 7.10 6.41 -3.17
H 6.30 7.25 -5.30
H 4.62 7.23 -4.76
H 4.55 4.17 -6.75
H 5.34 5.67 -7.21
H 3.79 5.72 -6.36
H 7.06 3.69 -4.93
H 7.74 5.32 -5.00
H 7.13 4.50 -6.43
H 3.70 2.96 -4.37
C -1.69 -5.45 4.70
C -2.67 -4.37 5.07
C -3.16 -4.59 6.51
C -2.02 -2.98 5.05
C -1.73 -2.44 3.62
C -3.05 -2.44 2.84
C -3.76 -3.77 2.86
C -5.16 -3.49 2.36
C -3.08 -4.69 1.82
N -3.82 -4.31 4.22
O -4.54 -5.53 4.23
H -2.24 -6.39 4.54
H -1.10 -5.25 3.82
H -1.02 -5.63 5.56
H -2.39 -4.29 7.23
H -4.03 -3.93 6.71
H -3.59 -5.58 6.68
H -2.61 -2.22 5.59
H -1.08 -3.02 5.62
H -1.28 -1.47 3.75
H -1.03 -3.16 3.16
H -2.75 -2.08 1.84
H -3.63 -1.63 3.32
H -5.10 -3.13 1.33
H -5.59 -2.64 2.91
H -5.85 -4.32 2.46
H -2.00 -4.72 1.98
H -3.28 -4.34 0.81
H -3.45 -5.71 1.94
H -5.27 -5.34 4.83
C -1.54 4.52 1.31
O -2.41 5.33 2.06
C -2.23 6.65 1.67
C -3.35 7.51 2.05
C -4.65 6.88 1.74
N -3.17 8.77 1.30
H -1.76 4.52 0.22
H -1.63 3.47 1.62
H -0.50 4.84 1.47
H -1.26 7.03 2.01
H -2.21 6.62 0.56
H -3.20 7.60 3.14
H -5.47 7.58 1.89
H -4.82 6.04 2.41
H -4.64 6.53 0.71
H -3.88 9.43 1.66
H -2.28 9.21 1.57
C 1.79 -0.40 -7.18
O 2.08 -1.33 -6.14
C 2.78 -0.73 -5.09
C 3.39 -1.81 -4.24
C 2.35 -2.84 -3.83
N 3.94 -1.15 -3.00
H 2.72 0.02 -7.60
H 1.15 0.41 -6.82
H 1.29 -0.93 -7.98
H 3.58 -0.04 -5.47
H 2.11 -0.07 -4.51
H 4.23 -2.25 -4.79
H 1.89 -3.29 -4.70
H 1.59 -2.34 -3.23
H 2.82 -3.60 -3.21
H 4.77 -0.61 -3.29
H 4.31 -1.85 -2.35
C -3.04 5.20 -2.58
O -2.48 4.19 -3.38
C -1.13 4.04 -3.15
C -0.48 3.31 -4.29
C -1.26 2.05 -4.62
N 0.91 3.06 -3.92
H -2.90 5.01 -1.51
H -4.09 5.28 -2.85
H -2.56 6.18 -2.78
H -0.62 5.00 -2.96
H -0.89 3.46 -2.23
H -0.45 3.96 -5.18
H -1.37 1.43 -3.71
H -0.69 1.42 -5.32
H -2.23 2.27 -5.06
H 0.98 2.41 -3.12
H 1.40 2.66 -4.71
C -0.31 -2.16 0.04
O -0.08 -0.78 -0.22
C 1.29 -0.47 0.04
C 1.65 0.87 -0.57
C 0.66 1.96 -0.18
N 1.66 0.72 -2.08
H -0.26 -2.30 1.14
H 0.48 -2.77 -0.42
H -1.30 -2.43 -0.32
H 1.53 -0.51 1.12
H 1.91 -1.25 -0.46
H 2.66 1.02 -0.19
H 1.01 2.84 -0.74
H 0.71 2.23 0.88
H -0.36 1.71 -0.45
H 2.50 0.09 -2.32
H 0.84 0.16 -2.35
C -0.53 1.21 3.37
O 0.83 1.07 3.69
C 1.14 -0.22 4.14
C 2.62 -0.27 4.45
C 3.47 -0.33 3.22
N 2.87 -1.50 5.28
H -1.19 0.79 4.17
H -0.82 0.66 2.44
H -0.75 2.27 3.30
H 0.56 -0.37 5.07
H 0.90 -0.98 3.38
H 2.89 0.63 5.04
H 3.15 -1.13 2.53
H 4.51 -0.59 3.47
H 3.43 0.59 2.64
H 2.15 -1.65 5.98
H 3.76 -1.46 5.76
*
```

Mulliken atomic charge list, values in e, 8 entries: atom 1 (C): -1.81, atom 2 (C): 2.36, atom 3 (C): -2.27, atom 4 (C): -0.84, atom 5 (C): 1.40, atom 6 (C): -1.80, atom 7 (C): 2.24, atom 8 (C): -1.59



Formula: C23H23N5O2S
Source: the Open Molecules 2025 dataset
Level of theory: ωB97M-V/def2-TZVPD

The structure (SMILES) is O=C(C[C@@H]1Sc2ccccc2NC1=O)Nc1cccc(-c2nnc3n2CCCCC3)c1. Its frontier orbital gap is 9.0 eV. The value obtained for the total energy is -46607.096 eV. The energy above the lowest of the compared OMol25 structures with the same formula, charge and spin comes out at 0.00 kJ/mol.

ORCA input file:
```
! RIJCOSX wB97M-V def2-TZVPD def2/J DEFGRID3
* xyz 0 1
O 1.53 0.47 1.75
C 2.43 -0.34 1.73
C 3.85 -0.01 2.17
C 4.75 0.34 0.97
S 4.34 1.97 0.25
C 2.93 1.53 -0.69
C 1.93 2.46 -0.93
C 0.83 2.12 -1.70
C 0.73 0.85 -2.24
C 1.72 -0.08 -2.02
C 2.83 0.25 -1.25
N 3.84 -0.70 -1.06
C 4.75 -0.77 -0.06
O 5.50 -1.72 0.04
N 2.30 -1.63 1.30
C 1.22 -2.16 0.59
C 1.45 -3.21 -0.29
C 0.40 -3.73 -1.04
C -0.87 -3.19 -0.94
C -1.10 -2.13 -0.06
C -2.45 -1.61 0.08
N -3.52 -2.37 0.15
N -4.58 -1.58 0.32
C -4.18 -0.34 0.34
N -2.82 -0.29 0.18
C -2.00 0.88 0.01
C -2.42 2.00 0.97
C -3.55 2.86 0.41
C -4.66 2.05 -0.27
C -5.08 0.82 0.53
C -0.06 -1.64 0.73
H 4.29 -0.85 2.71
H 3.80 0.86 2.84
H 5.77 0.45 1.34
H 2.02 3.44 -0.49
H 0.06 2.85 -1.88
H -0.12 0.58 -2.84
H 1.65 -1.07 -2.43
H 3.82 -1.50 -1.68
H 3.14 -2.20 1.29
H 2.44 -3.63 -0.38
H 0.58 -4.56 -1.70
H -1.69 -3.58 -1.51
H -0.96 0.61 0.19
H -2.07 1.23 -1.02
H -1.56 2.63 1.17
H -2.72 1.55 1.92
H -3.98 3.44 1.23
H -3.15 3.57 -0.32
H -5.53 2.70 -0.41
H -4.35 1.74 -1.27
H -5.14 1.07 1.59
H -6.08 0.49 0.22
H -0.24 -0.88 1.47
*
```

Mulliken atomic charge list, values in e, 8 entries: atom 1 (O): -0.51, atom 2 (C): 0.39, atom 3 (C): -1.15, atom 4 (C): 0.40, atom 5 (S): -0.26, atom 6 (C): 0.43, atom 7 (C): -0.60, atom 8 (C): -0.62



Formula: C2H2Br2O
Source: the Open Molecules 2025 dataset
Level of theory: ωB97M-V/def2-TZVPD

Its frontier orbital gap (spin up / spin down) is 8.0 / 8.0 eV. The value obtained for the total energy is -144234.256 eV. The energy above the lowest of the compared OMol25 structures with the same formula, charge and spin comes out at 349.56 kJ/mol.

ORCA input file:
```
! RIJCOSX wB97M-V def2-TZVPD def2/J DEFGRID3
* xyz 0 1
C 0.23 0.51 -1.51
C 0.20 -1.08 1.98
O -0.23 0.79 -0.44
Br 0.22 1.73 -2.99
Br -1.58 -0.64 2.10
H 0.43 -0.47 -1.96
H 0.73 -0.84 2.82
*
```

In elementary charge units, the Mulliken charges are: atom 1 (C): 0.12, atom 2 (C): -0.26, atom 3 (O): -0.29, atom 4 (Br): -0.14, atom 5 (Br): 0.05, atom 6 (H): 0.33, atom 7 (H): 0.20



Formula: C5H7NO
Source: the Open Molecules 2025 dataset
Level of theory: ωB97M-V/def2-TZVPD

The structure (SMILES) is OCC#C[C@H]1CN1. Its frontier orbital gap is 10.1 eV. The value obtained for the total energy is -8831.997 eV. The energy above the lowest of the compared OMol25 structures with the same formula, charge and spin comes out at 405.76 kJ/mol.

ORCA input file:
```
! RIJCOSX wB97M-V def2-TZVPD def2/J DEFGRID3
* xyz 0 1
O -2.08 -1.23 -1.13
C -1.99 0.07 -1.71
C -0.88 0.74 -1.02
C 0.00 0.70 -0.19
C 0.75 -0.07 0.79
C 2.19 0.03 1.10
N 1.19 0.36 2.11
H -1.33 -1.34 -0.53
H -1.81 -0.02 -2.79
H -2.95 0.58 -1.57
H 0.32 -1.08 0.79
H 2.78 0.82 0.66
H 2.72 -0.91 1.27
H 1.10 1.36 2.22
*
```

Mulliken atomic charge list, values in e, 8 entries: atom 1 (O): -0.46, atom 2 (C): -0.21, atom 3 (C): -0.27, atom 4 (C): -0.07, atom 5 (C): 0.28, atom 6 (C): -0.41, atom 7 (N): -0.58, atom 8 (H): 0.27



Formula: C9H10ClN3O
Source: the Open Molecules 2025 dataset
Level of theory: ωB97M-V/def2-TZVPD

Its frontier orbital gap is 9.2 eV. The value obtained for the total energy is -28529.746 eV. The energy above the lowest of the compared OMol25 structures with the same formula, charge and spin comes out at 429.28 kJ/mol.

ORCA input file:
```
! RIJCOSX wB97M-V def2-TZVPD def2/J DEFGRID3
* xyz 0 1
C -1.57 1.17 -1.43
C -1.26 0.50 -0.48
C 1.32 3.36 -0.64
C 1.34 1.62 -1.84
C -1.66 -2.63 1.03
C -0.17 -2.75 1.38
C -0.74 -1.79 0.27
C 1.37 0.07 0.18
C -0.65 -0.32 0.47
N 1.37 2.96 -1.94
N 1.37 2.32 0.16
N 1.38 1.26 -0.56
O -0.76 0.08 1.80
Cl -0.56 -2.11 -1.48
H -2.22 1.69 -2.12
H 1.38 4.30 -0.26
H 1.54 0.88 -2.61
H -2.26 -3.38 0.55
H -2.13 -1.96 1.65
H 0.28 -2.21 2.25
H 0.52 -3.40 0.83
H 1.80 -0.82 -0.29
H 1.60 0.28 1.18
H -1.30 0.89 1.92
*
```

Mulliken atomic charge list, values in e, 8 entries: atom 1 (C): -0.19, atom 2 (C): -1.08, atom 3 (C): -0.16, atom 4 (C): -0.03, atom 5 (C): -0.64, atom 6 (C): -0.51, atom 7 (C): 0.45, atom 8 (C): -0.87



Formula: C6H13N3
Source: the Open Molecules 2025 dataset
Level of theory: ωB97M-V/def2-TZVPD

Its frontier orbital gap is 7.2 eV. The value obtained for the total energy is -10883.115 eV. The energy above the lowest of the compared OMol25 structures with the same formula, charge and spin comes out at 299.71 kJ/mol.

ORCA input file:
```
! RIJCOSX wB97M-V def2-TZVPD def2/J DEFGRID3
* xyz 2 1
C 2.43 1.00 -4.31
C 2.61 -0.39 -4.32
C -3.41 -0.82 8.01
C 0.61 2.31 -3.31
C 1.41 -2.42 -3.32
C -3.18 0.54 7.60
N 0.86 -0.09 -3.08
N 1.34 1.11 -3.48
N 1.60 -1.00 -3.62
H 3.01 1.73 -4.72
H 3.29 -1.07 -4.88
H -2.69 -1.70 8.19
H -4.12 1.22 7.63
H -4.46 -1.14 8.30
H 1.27 3.02 -3.84
H 0.60 2.71 -2.29
H -0.41 2.28 -3.65
H 1.68 -3.17 -4.06
H 1.98 -2.76 -2.45
H 0.43 -2.68 -3.13
H -2.20 0.77 8.15
H -2.66 0.57 6.57
*
```

Mulliken atomic charge list, values in e, 8 entries: atom 1 (C): -0.14, atom 2 (C): -0.38, atom 3 (C): 0.01, atom 4 (C): -0.66, atom 5 (C): -0.80, atom 6 (C): -0.61, atom 7 (N): -0.75, atom 8 (N): 0.47